Density functional theory data (the ωB97M-V functional and the def2-TZVPD basis) for C19H32N10O8PS as an isolated structure in a non-equilibrium geometry.

Calculated values
- Frontier orbital gap: 0.288 Eh
- Charge: +1
- Total energy: -2632.24045 Eh

Last column: Mulliken charge in e.
Cartesian coordinates (Å):
O1 5.8828 4.0315 2.9781  -0.66
O2 -1.8682 -3.2921 -4.7640  -0.77
O3 1.3874 -0.6993 -7.2185  -0.69
S1 -1.7343 -0.7112 1.3660  -0.63
N1 3.0129 1.5219 4.1821  -0.20
N2 2.9227 5.0625 3.5013  -0.70
O4 1.4629 -0.3209 6.6827  -0.48
O5 0.2269 2.4045 5.8507  -0.48
O6 -3.6638 0.6944 2.9908  -0.48
O7 -1.2668 1.8514 2.7719  -0.48
O8 -1.5402 -0.2164 4.2506  -0.37
C1 4.9594 3.3467 3.3953  -0.04
C2 -0.7397 -3.4323 -5.2280  0.75
C3 0.3019 -0.2922 -6.8254  0.05
C4 4.2536 1.1843 4.0212  0.22
C5 1.6773 4.8246 3.8427  -0.15
C6 3.5814 3.8306 3.6113  0.55
C7 2.6905 2.8662 4.0053  0.28
C8 -3.0917 -2.3990 -1.4545  0.94
N3 4.4903 -0.1145 4.2612  -0.51
N4 -3.3197 -3.2403 -2.4194  -0.27
N5 5.2606 2.0375 3.6720  -0.08
N6 -0.2806 0.7533 -7.4157  -0.13
N7 -2.5102 -1.2260 -1.6334  0.16
N8 1.4753 3.4909 4.1615  0.07
N9 0.0173 -2.4070 -5.6196  -0.14
N10 -3.4485 -2.7676 -0.2592  -0.19
C9 -0.1361 -4.8115 -5.3537  -1.40
C10 -1.5791 1.3542 -7.1039  -0.78
C11 0.1939 0.2521 7.0485  -0.90
C12 -2.0148 -0.6435 -2.8928  -1.02
C13 0.1880 2.8637 4.4934  -0.24
C14 -0.5006 -0.8466 -3.0157  -0.30
C15 -0.4181 1.1295 5.9433  -0.03
C16 -0.1080 1.6570 3.5938  0.01
C17 -0.3304 0.4885 4.5596  0.25
C18 0.0838 -0.2881 -4.3228  -0.82
C19 -0.3669 -0.9829 -5.6270  0.15
P1 -2.0833 0.4648 2.8992  1.03
H1 1.9091 -0.6875 7.4665  0.31
H2 -4.0214 -0.1253 3.3539  0.36
H3 0.9001 5.5829 3.8643  0.39
H4 5.4012 -0.3229 4.6496  0.24
H5 3.6830 -0.5285 4.7184  0.26
H6 -3.7611 -4.1213 -2.2524  0.24
H7 -2.9211 -3.0578 -3.3390  0.19
H8 6.1492 1.6819 3.3518  0.27
H9 0.2459 1.1423 -8.1845  0.31
H10 -2.3338 -0.6911 -0.7948  0.00
H11 0.9253 -2.6196 -6.0166  0.28
H12 -3.8857 -3.6558 -0.1112  0.20
H13 -3.1762 -2.1880 0.5195  -0.08
H14 -0.8712 -5.5590 -5.0590  0.36
H15 0.1569 -4.9844 -6.3884  0.40
H16 0.7391 -4.8840 -4.7096  0.34
H17 -1.7390 2.2252 -7.7433  0.34
H18 -2.3807 0.6361 -7.2908  0.29
H19 -1.6130 1.6791 -6.0625  0.21
H20 -0.5042 -0.5581 7.2836  0.40
H21 0.3109 0.8629 7.9505  0.43
H22 -2.5223 -1.0889 -3.7486  0.42
H23 -2.2277 0.4275 -2.8970  0.28
H24 -0.6199 3.5944 4.3791  0.37
H25 -0.0179 -0.3370 -2.1799  0.50
H26 -0.2651 -1.9074 -2.9324  0.18
H27 -1.4698 1.3060 6.1922  0.32
H28 0.7484 1.4343 2.9487  0.33
H29 0.5308 -0.1848 4.4888  0.32
H30 -0.1626 0.7732 -4.3815  0.35
H31 1.1714 -0.3614 -4.2574  0.27
H32 -1.4463 -0.9020 -5.7467  0.38

Force components x, y, z for each atom (eV/Å):
-0.476 -0.026 0.094
-0.470 0.373 0.090
-0.105 -0.231 0.261
0.477 0.447 0.742
-1.680 1.551 0.068
0.019 -0.374 0.173
-0.264 0.235 -0.045
0.131 -0.492 -0.838
1.172 0.692 0.830
-1.445 -1.016 1.091
-0.495 1.346 -0.816
1.311 3.491 -1.169
-0.296 -0.420 0.235
1.031 -0.864 -0.033
-1.066 0.569 0.319
1.484 -0.047 -0.377
-0.517 -0.769 0.368
1.062 -0.942 -0.148
0.394 0.280 -0.520
1.069 -1.098 0.124
0.074 -0.054 -2.037
-1.708 -1.522 0.494
-0.858 0.871 -0.075
0.096 0.732 -0.686
-1.287 -0.558 0.214
0.517 0.785 -0.482
-0.547 -0.084 2.006
-0.026 0.186 -0.141
0.238 -0.344 0.006
0.420 0.044 0.351
0.429 -0.412 0.129
0.861 0.266 0.422
-0.173 0.048 -0.462
0.522 -0.172 0.453
1.252 -0.019 0.048
1.020 -0.021 0.788
-0.076 -0.041 0.173
-0.133 -0.240 0.333
-0.255 -1.444 -2.300
-0.503 0.351 -0.370
-0.514 -0.086 0.040
0.070 -0.355 0.073
-0.225 -0.295 -0.050
0.430 -0.094 -0.033
-0.029 -0.153 0.015
-0.049 -0.443 -0.133
0.107 0.271 0.077
0.048 -0.097 0.105
-0.044 0.117 0.057
-0.064 0.291 -0.085
0.033 -0.065 0.149
-0.198 -0.086 0.382
0.067 0.155 -0.014
0.143 -0.100 0.018
0.090 -0.081 -0.062
0.108 -0.194 0.119
-0.074 0.136 0.037
-0.088 0.047 -0.051
-0.147 0.106 -0.123
-0.095 0.036 -0.132
-0.111 -0.026 0.149
-0.196 -0.089 0.141
0.272 0.154 -0.097
0.063 -0.046 0.020
-0.022 -0.091 0.048
-0.077 -0.205 0.045
-0.287 0.187 0.006
-0.347 -0.005 0.112
0.042 0.138 -0.109
0.002 0.057 -0.135
-0.109 -0.261 0.114